Below is a structure of composition C36H56N6O3PReS2, with properties calculated with the ωB97M-V functional and the def2-TZVPD basis.

Properties
Total charge: +3
Calculated total energy in hartree: -3174.6450
HOMO energy (alpha / beta) in eV: -14.776 / -14.773
Gap between HOMO and LUMO (alpha / beta) in eV: 4.74 / 4.42
Spin multiplicity: 4

Geometry as XYZ:
```
105
Properties=species:S:1:pos:R:3:forces:R:3:mulliken_charge:R:1
Re 17.920729 9.436868 9.279072 -2.24 -0.68 0.52 0.211
C 20.857122 5.558940 7.351138 -0.45 -0.26 -2.29 -0.950
N 20.232493 6.370727 8.363398 -1.42 1.66 0.44 0.491
C 19.997332 5.688199 9.660689 -0.56 0.72 0.61 -0.660
C 19.580624 7.563055 8.079725 1.12 -1.76 -0.62 -1.174
N 19.667214 8.668482 8.858485 -0.15 -1.15 0.32 2.075
C 20.789613 9.080078 9.600833 1.89 0.30 1.04 0.552
C 22.049007 9.064441 9.025911 -1.60 -0.69 -1.28 -0.486
C 23.157313 9.683878 9.524861 1.41 0.60 1.02 -1.065
C 23.132119 10.252207 10.768861 -1.16 -0.31 0.09 -0.906
C 21.874918 10.310864 11.463218 -0.56 0.37 0.11 0.032
C 21.727961 11.131325 12.637164 0.00 -0.51 -0.44 -0.693
C 20.496081 11.373245 13.209171 0.82 -0.25 -0.22 -1.286
C 19.354653 10.703055 12.730238 0.57 -0.90 -0.22 -0.242
C 19.456466 9.812413 11.652119 -0.39 1.68 1.31 0.046
N 18.218549 9.222331 11.189062 -0.38 -1.00 0.85 0.317
C 17.160981 8.683311 11.845423 1.05 -0.93 1.05 -1.355
N 17.141202 8.479738 13.208308 -0.33 -0.52 -1.89 0.420
C 15.913122 8.677618 13.967295 -1.02 -0.06 0.39 -0.851
C 18.149150 7.625414 13.792291 1.68 -0.80 0.34 -0.835
N 16.189828 8.071940 10.989271 -0.69 1.30 -0.13 1.477
C 15.171978 8.982390 10.327100 -0.82 -0.43 -0.07 0.068
C 15.658547 6.767592 11.427549 -1.14 -1.17 -2.31 -1.158
C 20.678344 9.705489 10.895565 -0.07 -0.14 -0.01 0.359
N 18.786380 7.692542 6.982090 0.72 -0.33 1.11 0.547
C 17.970358 6.558681 6.514554 -0.54 1.51 -0.88 -1.150
C 18.877210 8.833646 6.070923 -1.29 0.54 0.31 -1.169
H 21.579963 4.911513 7.828496 -0.16 -0.36 0.12 0.478
H 21.473963 6.148922 6.646099 -0.52 0.05 0.36 0.298
H 20.101616 4.984588 6.722183 1.05 0.32 0.88 0.312
H 20.392211 4.634453 9.555450 -0.87 1.24 0.37 0.505
H 18.876737 5.788418 9.938608 1.71 -0.72 -0.50 0.043
H 20.546692 6.230333 10.452066 -0.05 -0.49 -0.19 0.209
H 22.197542 8.580942 8.075894 -0.33 -0.10 -0.43 0.443
H 24.057444 9.740090 8.920166 -0.05 -0.27 0.18 0.485
H 24.045626 10.628916 11.196933 -0.07 0.41 0.21 0.493
H 22.633219 11.575265 13.057086 -0.32 -0.04 -0.14 0.491
H 20.472964 12.050029 14.057530 -0.35 -0.16 -0.08 0.506
H 18.427000 10.786397 13.289393 0.02 0.11 -0.30 0.601
H 15.264011 9.313912 13.354545 -0.06 -0.09 0.33 0.263
H 16.166758 9.252442 14.895360 -0.23 -0.60 -0.74 0.356
H 15.335339 7.736719 14.244350 0.98 0.98 -0.33 0.318
H 18.870185 7.286858 13.014837 -0.20 0.67 0.54 0.186
H 17.804287 6.641409 14.205747 -0.58 1.01 -0.30 0.373
H 18.649151 8.158957 14.607244 0.20 -0.24 -0.18 0.363
H 15.678191 10.931765 9.552309 -0.23 -0.59 0.60 -0.576
H 14.302374 9.194023 10.999699 1.05 0.22 0.02 0.500
H 14.679376 9.141480 8.165439 -0.04 0.27 0.58 0.235
H 15.954060 6.487892 12.399122 0.50 -0.08 1.14 0.424
H 16.061746 5.973826 10.705210 -0.70 1.03 1.03 0.251
H 14.519077 6.721159 11.391557 1.51 0.34 -0.01 0.352
H 17.988142 5.777299 7.248772 0.06 -0.49 0.14 0.390
H 18.403421 6.274205 5.534152 -0.79 -0.31 0.49 0.377
H 16.905321 6.971328 6.439518 1.38 -0.81 -0.30 0.322
H 19.673539 9.509848 6.301799 0.66 0.12 0.41 0.343
H 17.943476 9.437810 6.136601 0.43 -0.47 -0.51 0.359
H 19.040812 8.443197 5.080009 -0.18 0.00 -0.46 0.515
C 8.658325 7.679779 9.367721 0.29 -1.17 1.12 -1.399
C 10.169305 7.841345 9.153247 -0.78 -0.93 0.44 0.225
C 10.715772 9.091819 9.134854 1.16 1.79 0.72 -0.688
C 12.091641 9.324358 9.216574 0.26 -0.54 -0.36 0.875
C 12.551276 10.765436 9.279747 -2.62 0.75 -0.01 -1.030
C 12.984288 8.228020 9.168506 -0.59 0.54 -0.64 0.380
C 14.473071 8.472770 9.023250 0.27 -0.48 -0.06 -0.298
O 16.014807 10.104723 10.125567 0.19 1.46 -1.65 0.231
C 12.455884 6.925571 9.023019 -0.77 0.01 0.68 0.647
C 13.287941 5.668863 8.917966 0.14 -0.14 0.23 -1.159
C 11.064669 6.755467 9.100702 -0.41 -0.03 -0.20 -0.894
H 8.068855 8.265360 8.697529 -0.18 0.58 -0.60 0.388
H 8.361509 8.018980 10.413557 0.51 -0.55 -1.22 0.289
H 8.323094 6.617924 9.219638 0.43 0.94 0.31 0.342
H 10.172119 10.035929 9.210254 -0.64 -0.60 -0.19 0.455
H 11.949996 11.415931 8.565438 0.88 -0.93 0.53 0.515
H 13.566853 10.906854 9.096085 1.60 0.16 -0.50 -0.871
H 12.329439 11.263751 10.239373 0.10 -0.49 -0.02 0.411
H 14.845077 7.521798 8.662125 0.72 -0.35 0.31 0.323
H 13.919868 5.637672 8.014542 -0.47 -0.23 0.11 0.306
H 12.640694 4.786322 9.021701 0.22 0.28 -0.62 0.397
H 13.966302 5.548050 9.759214 0.19 0.18 0.11 0.117
H 10.630657 5.740823 9.104404 0.39 0.56 -0.07 0.279
C 17.792718 16.376174 9.512171 0.25 -0.15 2.00 -1.186
C 18.697477 15.179450 9.793991 -1.37 0.17 -0.61 0.468
C 19.900623 15.086196 8.946074 1.18 1.13 0.83 -1.109
O 17.769907 13.967547 9.554764 0.53 -1.05 -0.25 -0.222
P 17.381181 12.983616 8.391675 -2.78 3.74 0.05 0.454
S 15.417382 12.648947 8.444921 1.20 -0.87 0.62 -0.502
S 18.632415 11.349387 8.637368 1.74 0.99 -0.82 0.021
O 17.773974 13.675837 7.027286 0.54 -0.77 0.82 -0.206
C 16.851689 13.827500 5.814126 -0.03 2.91 2.12 0.635
C 16.401551 12.503828 5.393453 -0.85 -0.09 -0.71 -1.043
C 17.697624 14.608568 4.813688 0.69 0.93 0.03 -1.485
H 18.283502 17.326883 9.901210 -0.73 -1.17 -0.68 0.412
H 16.825764 16.182615 10.040156 0.76 0.54 -0.43 0.342
H 17.633183 16.374926 8.459077 -0.23 0.52 -0.86 0.248
H 18.992212 15.084313 10.825866 -0.37 -0.12 0.43 0.308
H 19.701656 14.837017 7.931286 -0.06 -0.28 -0.76 0.171
H 20.608567 14.443451 9.452505 0.34 -0.49 -0.43 0.298
H 20.372572 16.091593 8.968288 -0.20 -0.50 -0.14 0.447
H 16.017572 14.489403 6.252254 1.10 -0.99 -0.95 0.270
H 17.103359 11.754289 5.717167 0.38 -0.44 -0.42 0.076
H 16.352778 12.673536 4.337254 -0.05 -1.05 -0.96 0.497
H 15.415081 12.245619 5.747069 -0.12 -0.06 0.11 0.281
H 18.545365 14.017641 4.409538 -0.70 0.13 0.08 0.321
H 18.157082 15.532615 5.235292 -0.33 -0.80 0.28 0.388
H 17.100236 15.060726 4.003797 -0.05 -0.80 0.13 0.444
```
Forces are in eV/Å.

---

Below is a structure of composition C63H46NP2Ru, with properties calculated with the ωB97M-V functional and the def2-TZVPD basis.

Properties
Total charge: 0
Calculated total energy in hartree: -3260.5511
HOMO energy in eV: -6.216
Gap between HOMO and LUMO in eV: 5.33
Spin multiplicity: 2
Relative energy (zero: lowest compared OMol25 entry of this formula, charge and spin) in kJ/mol: 181.8

Geometry as XYZ:
```
113
Properties=species:S:1:pos:R:3:forces:R:3:mulliken_charge:R:1
Ru 0.160168 1.087555 0.781215 -0.30 0.38 -0.37 -1.224
C -0.074005 -0.595623 4.796444 0.16 0.04 -0.20 -0.645
C -1.217820 0.027615 5.288278 -0.11 0.11 0.11 -1.357
C -1.868897 0.967035 4.511887 -0.02 -0.05 0.08 -0.644
C -1.387056 1.277404 3.238543 -0.06 0.02 0.12 0.734
C -0.265288 0.611168 2.707183 0.87 0.39 -1.19 0.464
C 0.389704 -0.309994 3.521433 -0.08 -0.07 0.46 -0.243
C -1.990248 2.287193 2.377971 0.10 -0.13 0.12 0.286
C -2.983708 3.214636 2.780014 -0.18 0.01 0.01 -1.035
C -3.414231 4.159645 1.905964 -0.06 0.00 0.08 -1.579
C -2.891138 4.198906 0.590125 0.06 -0.04 -0.12 1.276
C -3.299190 5.142790 -0.377972 -0.03 -0.01 0.03 -0.867
C -2.769171 5.120857 -1.636514 0.00 0.01 -0.06 -0.885
C -1.813278 4.144051 -1.984388 -0.03 0.00 -0.01 -0.679
C -1.395594 3.222570 -1.066775 0.04 -0.01 0.12 -0.738
C -1.914513 3.243003 0.247105 -0.13 0.01 0.05 -0.588
N -1.473784 2.326805 1.162136 0.36 0.30 -0.02 2.193
H 0.452092 -1.317807 5.408886 -0.01 -0.03 0.03 0.484
H -1.588618 -0.211598 6.276491 -0.01 0.00 0.02 0.398
H -2.759414 1.452954 4.892488 0.00 0.02 0.06 0.377
H 1.271466 -0.813046 3.154778 0.05 0.07 0.04 0.720
H -3.373061 3.175538 3.786929 0.01 0.00 0.01 0.536
H -4.157750 4.889271 2.203786 0.00 0.02 -0.01 0.421
H -4.042475 5.883048 -0.107672 -0.01 0.00 0.02 0.457
H -3.085888 5.849423 -2.370860 0.01 0.00 -0.01 0.436
H -1.411199 4.119304 -2.989152 0.01 0.02 -0.01 0.524
H -0.678378 2.456054 -1.335586 0.07 0.01 -0.02 0.577
C 5.415330 -1.567952 1.610662 -0.04 0.01 0.04 -0.839
C 5.596914 -1.462176 0.295906 0.00 0.00 -0.09 -1.386
C 4.449412 -1.678927 -0.633737 0.00 -0.09 0.07 -0.184
C 3.016364 -1.473746 -0.055622 -0.05 0.23 0.00 1.614
C 2.986294 -1.792364 1.409784 0.01 -0.05 -0.04 -1.565
C 4.082020 -1.829940 2.166828 0.07 0.03 -0.01 -0.655
P 2.087741 0.126908 -0.281438 0.20 0.05 0.67 2.173
C 1.886363 0.083234 -2.093697 -0.10 0.09 0.04 0.778
C 1.908394 -1.086057 -2.861912 -0.03 0.05 -0.07 0.659
C 1.778977 -0.944780 -4.248251 -0.01 -0.03 -0.02 -0.522
C 1.595411 0.286840 -4.850643 -0.01 0.00 -0.01 -1.104
C 1.549509 1.438759 -4.077668 0.00 -0.02 -0.01 -1.154
C 1.707204 1.327461 -2.710355 0.02 -0.02 0.00 -0.788
C 3.320881 1.485970 -0.091428 -0.06 0.04 0.07 0.570
C 4.579660 1.516547 -0.634396 0.00 -0.07 -0.04 -0.296
C 5.466991 2.576089 -0.364557 0.01 0.01 0.00 -1.308
C 5.070382 3.614025 0.426286 -0.03 -0.03 0.00 -0.755
C 3.748484 3.672724 0.925420 -0.05 0.04 -0.06 1.037
C 3.297828 4.797622 1.655778 0.04 0.02 0.03 -0.855
C 1.993970 4.873932 2.046568 0.02 -0.02 -0.11 -1.308
C 1.092615 3.836079 1.727268 0.03 0.04 -0.08 0.102
C 1.466688 2.690484 1.052019 -0.11 -0.52 0.66 0.237
C 2.845644 2.608853 0.652306 -0.05 0.02 -0.06 -0.541
H 6.245157 -1.453503 2.296341 0.01 0.02 0.00 0.448
H 6.576480 -1.254931 -0.119293 0.01 0.02 0.02 0.472
H 4.572606 -1.180864 -1.593292 0.00 0.10 -0.02 0.928
H 2.001656 -1.965827 1.827873 0.02 -0.05 0.00 0.297
H 4.001761 -2.034447 3.227685 -0.03 -0.01 0.00 0.523
H 0.843272 -2.704506 -2.135689 0.01 0.00 0.08 -0.844
H 1.814949 -1.824062 -4.875632 0.01 -0.01 0.00 0.481
H 1.489116 0.343977 -5.926529 0.02 0.01 -0.01 0.422
H 1.416100 2.409613 -4.537203 -0.01 0.01 0.00 0.492
H 1.719664 2.222749 -2.095660 0.01 0.00 -0.01 0.570
H 4.916469 0.742451 -1.303828 0.02 -0.14 0.02 0.527
H 6.464196 2.552661 -0.785310 0.01 0.01 -0.01 0.439
H 5.749752 4.426625 0.657181 0.01 0.01 -0.02 0.379
H 4.000818 5.591599 1.879210 0.00 0.01 0.00 0.379
H 1.638206 5.737075 2.596898 0.01 0.01 0.01 0.431
H 0.066337 3.973509 2.048170 0.00 -0.07 0.06 0.307
C -1.366919 -0.251906 0.107100 -2.56 -0.11 -0.98 -0.626
C -2.534055 0.115951 -0.223725 2.73 -0.97 0.68 0.493
C -3.795545 0.546538 -0.625804 -1.30 0.52 -0.23 0.120
C -4.016335 1.078678 -1.915807 0.24 -0.21 0.40 -0.192
C -5.279669 1.486573 -2.292101 -0.22 0.06 -0.06 -0.845
C -6.350457 1.381823 -1.407497 0.33 -0.10 0.12 -0.527
C -6.145303 0.869357 -0.127870 -0.21 0.10 -0.07 -0.796
C -4.889037 0.458734 0.267487 0.48 -0.02 -0.26 -0.144
H -3.180153 1.164166 -2.597224 0.00 -0.02 0.01 0.592
H -5.438628 1.890317 -3.284030 0.01 0.00 0.02 0.456
H -7.338839 1.699214 -1.712987 0.01 0.00 0.01 0.429
H -6.975606 0.791463 0.562370 0.01 0.00 -0.01 0.453
H -4.720481 0.058738 1.259419 0.01 -0.01 -0.01 0.477
C -3.580132 -3.684695 -3.307578 0.01 0.02 0.00 -0.699
C -3.641536 -4.229302 -2.035504 0.02 -0.01 0.02 -0.729
C -2.824323 -3.742315 -1.020093 -0.07 0.02 0.06 -0.790
C -1.940405 -2.698220 -1.266232 -0.04 0.14 0.06 0.209
C -1.877610 -2.164233 -2.557115 0.05 -0.02 -0.01 -0.087
C -2.691459 -2.647782 -3.567666 -0.02 0.02 0.00 -0.953
P -0.754192 -1.974091 -0.041577 0.07 -0.14 -0.01 1.667
C -1.325941 -2.714202 1.532366 0.05 0.12 0.09 0.197
C -2.093472 -2.047057 2.481712 -0.19 -0.10 -0.09 0.100
C -2.430598 -2.670383 3.676449 -0.07 -0.04 -0.04 -0.450
C -2.009993 -3.966224 3.934015 0.01 0.02 -0.03 -0.811
C -1.235844 -4.638717 2.996769 -0.01 0.01 0.00 -0.660
C -0.883967 -4.009521 1.812898 0.07 0.04 -0.07 -0.677
C 1.910565 -2.500195 -2.269492 -0.04 -0.03 0.02 1.291
C 2.558617 -2.714265 -0.885419 -0.01 -0.03 -0.04 -0.427
C 4.041869 -3.154379 -0.926170 0.04 0.03 -0.05 -0.123
C 4.528635 -3.847973 -2.136989 -0.02 0.00 0.03 -1.276
C 3.669861 -4.078064 -3.193632 0.00 0.00 0.02 -0.722
C 2.406459 -3.529531 -3.251065 -0.04 0.01 0.04 -1.225
H -4.220274 -4.063828 -4.093785 0.01 0.00 0.00 0.394
H -4.334417 -5.034367 -1.824819 0.01 -0.01 0.01 0.436
H -2.897514 -4.172697 -0.028974 0.02 0.01 0.01 0.359
H -1.182919 -1.355884 -2.770104 0.02 0.01 0.00 0.431
H -2.632659 -2.214951 -4.558739 0.00 -0.01 0.00 0.488
H -2.421081 -1.032755 2.293046 0.02 -0.06 0.02 0.030
H -3.014614 -2.132018 4.412430 0.01 -0.01 -0.04 0.486
H -2.275394 -4.449560 4.865586 0.00 0.00 0.00 0.401
H -0.899826 -5.649058 3.192850 0.02 0.01 -0.01 0.424
H -0.257173 -4.529112 1.094655 0.00 -0.01 0.00 0.380
H 1.923811 -3.399364 -0.322762 -0.05 0.03 0.01 0.823
H 4.274361 -3.744776 -0.035764 -0.03 0.00 0.01 0.540
H 5.537463 -4.241103 -2.147388 0.00 -0.02 -0.02 0.434
H 3.990515 -4.725081 -4.002620 0.01 0.01 -0.01 0.399
H 1.735866 -3.824407 -4.047397 0.03 0.00 -0.03 0.694
```
Forces are in eV/Å.